ORCA calculation (ωB97M-V with the def2-TZVPD basis set) on a structure of composition C57H42F5N10PbS4.

XYZ file:
```
119
Properties=species:S:1:pos:R:3:lowdin_charge:R:1
Pb 1.50080 1.65764 0.34931 1.271
N 0.66231 -0.12660 1.45091 -0.337
S -0.20509 -1.11162 2.06344 0.784
N -1.18395 -2.04724 1.11451 -0.349
S -2.43535 -1.58579 0.35840 0.883
N -2.46411 -0.28018 -0.46601 -0.351
S -1.26819 0.26731 -1.44552 0.775
N -0.24770 1.17256 -0.94204 -0.359
C -0.68655 -1.20568 -2.26795 -0.315
C -1.32612 -1.71432 -3.39214 -0.049
C -0.80675 -2.84961 -3.99493 -0.055
C 0.32595 -3.46084 -3.47031 -0.060
C 0.94451 -2.94665 -2.33965 -0.057
C 0.44104 -1.80761 -1.73220 -0.115
C -2.25615 1.10130 -2.65938 -0.316
C -1.53926 1.93360 -3.51067 -0.053
C -2.23274 2.65747 -4.46632 -0.051
C -3.61594 2.55192 -4.55448 -0.057
C -4.31674 1.72295 -3.68986 -0.057
C -3.63673 0.98500 -2.73032 -0.065
C -2.81079 -3.00112 -0.64905 -0.316
C -3.95311 -2.91227 -1.43648 -0.060
C -4.27512 -3.97450 -2.26054 -0.048
C -3.46047 -5.10196 -2.29040 -0.051
C -2.32519 -5.17271 -1.49774 -0.050
C -1.98764 -4.11412 -0.66451 -0.055
C -3.90138 -1.41103 1.34083 -0.312
C -4.37935 -2.55752 1.96766 -0.055
C -5.54818 -2.47109 2.70124 -0.049
C -6.21591 -1.25482 2.80144 -0.047
C -5.71850 -0.12067 2.17740 -0.046
C -4.54639 -0.18781 1.43732 -0.055
C -1.29586 -0.52221 3.33088 -0.307
C -1.71148 -1.34638 4.37280 -0.046
C -2.57357 -0.82424 5.32110 -0.048
C -3.01076 0.49226 5.21734 -0.046
C -2.60424 1.29129 4.16021 -0.052
C -1.73509 0.78540 3.20407 -0.076
C 0.72829 -2.41817 2.81879 -0.312
C 1.91718 -2.00104 3.40285 -0.049
C 2.72084 -2.94278 4.02490 -0.044
C 2.33042 -4.27479 4.06058 -0.053
C 1.13851 -4.67734 3.47113 -0.060
C 0.32443 -3.74719 2.84237 -0.079
H -2.19926 -1.22485 -3.80255 0.117
H -1.28411 -3.25347 -4.87809 0.115
H 0.73089 -4.34212 -3.95142 0.113
H 1.82812 -3.42511 -1.93671 0.116
H 0.91137 -1.38234 -0.85339 0.071
H -0.46295 2.01169 -3.40314 0.093
H -1.69521 3.31278 -5.13883 0.114
H -4.15300 3.12810 -5.29671 0.113
H -5.39462 1.65494 -3.75564 0.112
H -4.16464 0.34885 -2.03503 0.092
H -4.58081 -2.03008 -1.39468 0.117
H -5.16445 -3.92800 -2.87467 0.116
H -3.71623 -5.93030 -2.93811 0.115
H -1.69540 -6.05194 -1.52640 0.117
H -1.10233 -4.13789 -0.04546 0.102
H -3.85434 -3.49985 1.86913 0.123
H -5.94257 -3.35208 3.18938 0.116
H -7.13111 -1.19291 3.37552 0.116
H -6.24015 0.82296 2.26558 0.118
H -4.14402 0.67936 0.93285 0.112
H -1.34713 -2.36038 4.46198 0.112
H -2.89347 -1.44117 6.15020 0.115
H -3.66766 0.90010 5.97456 0.115
H -2.94256 2.31635 4.08990 0.119
H -1.40326 1.39100 2.36810 0.091
H 2.20159 -0.95647 3.36445 0.111
H 3.65301 -2.63625 4.48027 0.117
H 2.95818 -5.00476 4.55436 0.114
H 0.83962 -5.71672 3.50452 0.111
H -0.60317 -4.04387 2.37496 0.095
N 7.84909 -1.84875 2.34027 0.168
C 6.90481 -1.28675 2.00562 -0.176
C 5.72104 -0.58137 1.57820 -0.225
C 5.42190 0.66574 2.11447 -0.011
C 4.27695 1.33881 1.70244 -0.103
C 3.46434 0.75030 0.74728 -0.295
C 3.75346 -0.49126 0.20049 -0.136
C 4.88872 -1.16136 0.62245 -0.018
H 6.07171 1.10074 2.86203 0.127
H 4.03115 2.29579 2.13889 0.091
H 3.11525 -0.93343 -0.55116 0.059
H 5.13098 -2.13754 0.22267 0.124
N 1.66109 2.60591 2.49423 0.081
C 1.26926 2.71189 3.58771 -0.165
C 0.81076 2.83835 4.87687 -0.275
C 1.04336 1.75793 5.77205 -0.241
N 1.20511 0.84907 6.46357 0.133
C -0.00823 3.94786 5.21959 -0.241
N -0.69833 4.83765 5.46668 0.133
S 2.40966 0.89220 -2.67234 0.652
C 3.75000 1.55994 -3.49559 -0.796
N 4.20714 0.97065 -4.60626 0.012
C 5.32855 1.45895 -5.40263 -0.161
C 5.44716 2.96389 -5.24197 -0.160
C 5.48195 3.31038 -3.76488 -0.152
N 4.36779 2.66167 -3.07779 0.033
H 3.71051 0.14478 -4.89394 0.121
H 5.14620 1.19481 -6.44259 0.125
H 6.25424 0.96929 -5.08956 0.125
H 4.59758 3.45406 -5.72068 0.125
H 6.35977 3.31445 -5.72124 0.122
H 5.38572 4.38455 -3.61626 0.128
H 6.43031 2.99517 -3.32255 0.127
H 3.98543 3.09536 -2.25695 0.096
F 2.82552 4.40427 -1.04298 0.055
C 1.51120 4.62797 -0.80934 -0.230
C 0.77823 3.71188 -0.10375 -0.136
C -0.54338 4.01165 0.14692 -0.253
F -1.30475 3.17494 0.87040 0.066
C -1.13031 5.16907 -0.32679 -0.134
F -2.41494 5.42945 -0.09516 0.135
C -0.36698 6.06872 -1.05556 -0.126
F -0.91630 7.18564 -1.51650 0.146
C 0.97095 5.80614 -1.29001 -0.139
F 1.71611 6.67620 -1.97021 0.132
```

Properties
* charge: +1
* E_LUMO: -0.096 hartree
* multiplicity: 1
* DFT total energy: -136852.318 eV
* relative energy (zero: lowest compared OMol25 entry of this formula, charge and spin): 1.649 eV


ORCA calculation (ωB97M-V with the def2-TZVPD basis set) on a cluster of 2 separate species, C10H19N2O in total at a distorted geometry.

XYZ file:
```
32
Properties=species:S:1:pos:R:3:lowdin_charge:R:1
C -0.99518 -0.28833 -0.76299 -0.090
C -2.07419 -1.22407 1.32889 -0.016
C -2.28407 1.18607 0.57529 0.006
C -3.31949 -0.68271 -0.79241 -0.001
C 3.20271 0.28498 0.86182 -0.035
C 2.55546 -0.03901 -1.54320 -0.033
C 1.48664 1.78135 -0.17804 -0.034
C 0.97338 -0.59957 0.34340 -0.139
C -2.14422 -0.28339 0.12888 -0.541
C 2.05907 0.36446 -0.15678 -0.570
N 1.03670 -2.89107 -0.36069 0.352
N 1.02851 -1.83959 0.02345 -0.035
O -0.70161 -0.14401 -1.86597 0.265
H -3.05703 -1.26865 1.79038 0.107
H -1.37791 -0.87194 2.08404 0.085
H -1.80270 -2.23158 1.02518 0.095
H -2.32818 1.86146 -0.27684 0.107
H -1.46254 1.48401 1.22030 0.089
H -3.21443 1.28236 1.12935 0.110
H -4.24297 -0.58479 -0.22824 0.107
H -3.22580 -1.71461 -1.12253 0.107
H -3.38027 -0.03828 -1.66550 0.103
H 3.99910 0.95940 0.55808 0.097
H 3.61678 -0.71949 0.91892 0.092
H 2.87398 0.58472 1.85557 0.092
H 1.75372 -0.01346 -2.27717 0.079
H 3.32699 0.65472 -1.86478 0.101
H 2.99194 -1.03614 -1.53542 0.087
H 0.68798 1.88016 -0.90894 0.078
H 1.11420 2.07186 0.80174 0.089
H 2.27373 2.47773 -0.45644 0.101
H 0.62970 -0.40259 1.35067 0.143
```

Properties
* charge: +1
* E_LUMO (spin up / spin down): -0.166 / -0.166 hartree
* multiplicity: 1
* DFT total energy: -15697.119 eV
* relative energy (zero: lowest compared OMol25 entry of this formula, charge and spin): 2.212 eV


ORCA calculation (ωB97M-V with the def2-TZVPD basis set) on a cluster of 2 separate species, C5H7NO in total.

XYZ file:
```
14
Properties=species:S:1:pos:R:3:lowdin_charge:R:1
C 1.86713 -0.02554 0.58512 -0.041
C 0.40749 -0.08191 0.26725 -0.257
C -0.53631 0.85604 0.38147 -0.003
C -1.84898 0.16730 0.11279 -0.502
O -2.95109 0.56881 0.35988 0.132
N -1.56945 -1.17400 -0.39127 0.111
C -0.30558 -1.29941 -0.24941 -0.104
H 2.33361 -1.00883 0.47120 0.077
H 2.00682 0.29821 1.62205 0.087
H 2.39857 0.68285 -0.05923 0.087
H -0.44679 1.90363 0.64169 0.126
H 0.21054 -2.22087 -0.52346 0.123
H -1.22820 0.34032 -2.20594 0.085
H -0.88143 0.95595 -1.97558 0.080
```

Properties
* charge: 0
* E_LUMO: -0.034 hartree
* multiplicity: 1
* DFT total energy: -8833.924 eV
* relative energy (zero: lowest compared OMol25 entry of this formula, charge and spin): 2.279 eV


ORCA calculation (ωB97M-V with the def2-TZVPD basis set) on a structure of composition C36H56Cl12CuN4O12Pd at a distorted geometry.

XYZ file:
```
122
Properties=species:S:1:pos:R:3:lowdin_spin:R:1
Cu -16.72711 -22.86810 -12.21234 0.026
Pd -15.65862 -19.45121 -14.08043 0.953
C -13.13034 -24.19614 -14.55254 0.361
C -14.10447 -23.15577 -14.40361 0.042
C -13.87733 -21.79515 -15.29037 0.022
O -14.63128 -20.82154 -15.23983 0.156
C -12.65624 -21.73535 -16.17213 0.371
C -11.84910 -22.82228 -16.32535 0.000
C -12.11979 -24.07819 -15.49642 -0.022
O -11.47365 -25.18094 -15.72776 0.396
O -10.83697 -22.66891 -17.10436 0.404
O -15.13297 -23.24919 -13.72484 0.192
H -13.32367 -25.10920 -14.00909 0.011
H -12.47602 -20.77659 -16.63550 0.012
C -20.47745 -21.86019 -13.82258 0.376
C -21.42781 -21.16898 -14.53874 0.007
C -21.03418 -20.06309 -15.53596 -0.002
O -21.85942 -19.37952 -16.27891 0.035
C -19.69426 -19.70417 -15.73484 0.100
C -18.62342 -20.36637 -15.03519 0.005
C -19.07991 -21.56211 -14.05672 0.040
O -18.15300 -22.19832 -13.62948 0.085
O -17.44960 -19.95570 -15.10662 0.050
O -22.67580 -21.53027 -14.41262 0.336
H -20.81272 -22.54730 -13.05977 0.014
H -19.48468 -18.94059 -16.46930 0.004
Cl -19.33712 -19.05093 -11.69153 0.005
C -20.98597 -18.55787 -12.10794 0.000
C -22.08864 -19.44883 -11.55943 0.002
Cl -22.22255 -19.20483 -9.81089 0.000
H -21.08881 -18.42110 -13.18442 0.000
H -21.03329 -17.56367 -11.66360 0.000
H -21.90022 -20.48126 -11.85389 0.001
H -23.05654 -19.24458 -12.01721 0.000
Cl -15.17738 -22.69288 -18.70318 0.009
C -16.16457 -21.44069 -18.03520 0.000
C -17.29860 -21.00548 -18.98556 0.000
Cl -16.67074 -19.97418 -20.28691 0.000
H -15.50911 -20.59957 -17.80942 0.000
H -16.61955 -21.84252 -17.12987 0.000
H -18.05554 -20.35110 -18.55320 0.000
H -17.85587 -21.82271 -19.44346 0.000
Cl -28.26477 -21.07576 -13.00873 0.000
C -26.99938 -20.20537 -13.88855 0.000
C -25.61143 -20.29133 -13.24016 0.001
Cl -25.78253 -19.58370 -11.53080 0.000
H -27.37189 -19.18225 -13.93929 0.000
H -26.97038 -20.63849 -14.88838 0.000
H -24.92211 -19.70626 -13.84897 0.000
H -25.28858 -21.32001 -13.07992 0.000
Cl -21.18055 -15.26556 -13.70165 0.000
C -22.20052 -15.68953 -15.06529 0.000
C -21.34666 -15.95888 -16.25265 0.000
Cl -20.37536 -14.54991 -16.70591 0.000
H -22.90312 -14.86163 -15.16029 0.000
H -22.75705 -16.60227 -14.85247 0.000
H -21.96386 -16.28785 -17.08868 0.000
H -20.61901 -16.73369 -16.01121 0.000
Cl -25.09469 -20.66312 -19.51331 0.000
C -24.36429 -20.02401 -18.05166 0.000
C -25.31868 -19.13679 -17.32220 0.000
Cl -25.57703 -17.53649 -18.07405 0.000
H -23.46187 -19.45132 -18.26559 0.000
H -23.98506 -20.89734 -17.52101 0.000
H -25.02040 -18.90746 -16.29920 0.000
H -26.25889 -19.68598 -17.27221 0.000
Cl -25.07285 -25.70024 -12.30090 0.000
C -23.43687 -26.26979 -12.94427 0.000
C -22.28844 -25.40315 -12.34470 0.000
Cl -22.17270 -25.68367 -10.58747 0.000
H -23.47366 -26.17350 -14.02939 0.000
H -23.35805 -27.33829 -12.74380 0.000
H -22.48378 -24.36405 -12.60968 0.000
H -21.28579 -25.63685 -12.70270 0.000
C -19.27318 -22.37104 -10.07962 0.000
O -18.15527 -22.42350 -10.65902 0.001
N -19.45613 -22.68257 -8.77084 0.000
C -20.75810 -22.66665 -8.11066 0.000
C -18.34436 -23.05327 -7.83602 0.000
H -20.24743 -22.16090 -10.54746 0.000
H -20.97675 -21.82253 -7.45664 0.000
H -20.84099 -23.44008 -7.34708 0.000
H -21.56736 -22.79129 -8.83015 0.000
H -18.64791 -23.98464 -7.35800 0.000
H -17.39281 -23.20573 -8.34535 0.000
H -18.10680 -22.29403 -7.09088 0.000
C -18.04802 -25.88866 -12.65342 0.000
O -17.49460 -24.82965 -12.42892 -0.001
N -18.53549 -26.72080 -11.74662 0.000
C -18.88880 -28.08223 -12.04101 0.000
C -18.64097 -26.28188 -10.30263 0.000
H -18.15078 -26.42569 -13.60907 0.000
H -19.08861 -28.27831 -13.09444 0.000
H -19.86741 -28.28683 -11.60676 0.000
H -18.22067 -28.81253 -11.58453 0.000
H -19.62920 -26.28338 -9.84274 0.000
H -18.10487 -27.05559 -9.75301 0.000
H -18.12224 -25.34804 -10.08594 0.000
C -15.41720 -17.84498 -17.11108 0.000
O -15.47741 -18.07544 -15.92512 0.005
N -16.38570 -17.15236 -17.73192 0.000
C -16.23452 -16.76457 -19.12275 0.000
C -17.63662 -16.68518 -17.10549 0.000
H -14.53380 -18.13808 -17.69921 0.000
H -15.61516 -17.48525 -19.65670 0.000
H -15.94143 -15.72809 -19.28981 0.000
H -17.14996 -16.86860 -19.70520 0.000
H -17.79866 -15.60770 -17.07604 0.000
H -18.47494 -17.10818 -17.65903 0.000
H -17.78778 -17.02022 -16.07933 0.000
C -21.86527 -21.36166 -19.65268 0.000
O -22.36218 -22.47352 -19.67107 0.000
N -21.29288 -20.81997 -20.74937 0.000
C -21.29877 -21.43443 -22.08540 0.000
C -20.61162 -19.57736 -20.58905 0.000
H -21.79887 -20.75673 -18.73517 0.000
H -21.90446 -22.33292 -22.20358 0.000
H -20.32350 -21.46096 -22.57144 0.000
H -21.84113 -20.74797 -22.73556 0.000
H -21.17383 -18.85202 -21.17716 0.000
H -20.52703 -19.19249 -19.57277 0.000
H -19.59326 -19.54145 -20.97604 0.000
```

Properties
* charge: +1
* ⟨S²⟩: 6.1361
* E_LUMO (spin up / spin down): -0.182 / -0.245 hartree
* multiplicity: 5
* DFT total energy: -267145.045 eV


ORCA calculation (ωB97M-V with the def2-TZVPD basis set) on a cluster of 2 separate species, C3H7FS in total.

XYZ file:
```
12
Properties=species:S:1:pos:R:3:lowdin_charge:R:1
C -0.28095 0.65106 -0.06280 0.066
C -0.83348 -0.54584 -0.05776 -0.419
C -2.27122 -0.90134 0.11077 -0.033
F -0.04013 -1.63134 -0.21562 0.027
H 0.78235 0.77186 -0.17286 0.042
H -0.86595 1.54321 0.05521 0.062
H -2.90868 -0.11391 -0.27945 0.081
H -2.48378 -1.83313 -0.40955 0.081
H -2.50163 -1.04322 1.16717 0.085
S 4.00007 -0.31237 0.03726 0.477
H 3.42192 0.44282 -0.89106 -0.237
H 4.90125 0.62789 0.31664 -0.232
```

Properties
* charge: 0
* E_LUMO: 0.034 hartree
* multiplicity: 1
* DFT total energy: -16776.436 eV
* relative energy (zero: lowest compared OMol25 entry of this formula, charge and spin): 0.548 eV


ORCA calculation (ωB97M-V with the def2-TZVPD basis set) on a cluster of 3 separate species, C5H9NO2 in total at a distorted geometry.

XYZ file:
```
17
Properties=species:S:1:pos:R:3:lowdin_charge:R:1
C 1.41102 0.01682 0.37561 -0.122
C -2.01159 2.24037 1.05956 0.164
C -0.95693 2.94091 0.49333 -0.215
C -0.36412 2.91593 -0.77497 0.172
N 1.50888 -0.81082 1.32040 0.091
C 0.13715 -2.58586 -1.05600 -0.582
O -0.22658 -1.40229 -1.26913 -0.126
O 0.47960 -3.01940 0.06526 -0.107
H 2.33377 0.43860 -0.07657 0.086
H 0.46847 0.54238 0.12028 0.042
H -2.50768 1.40774 0.58500 0.092
H -2.42243 2.84394 1.85448 0.079
H -0.62196 3.83846 1.01303 0.100
H -0.57694 2.04726 -1.39036 0.086
H 0.32534 3.71938 -0.99617 0.086
H 1.00341 -1.71371 1.13077 0.048
H 0.21002 -3.29641 -1.90624 0.106
```

Properties
* charge: 0
* E_LUMO: -0.157 hartree
* multiplicity: 1
* DFT total energy: -10908.205 eV
* relative energy (zero: lowest compared OMol25 entry of this formula, charge and spin): 8.371 eV